1.
Here is a molecular structure, C26H56AsCoN7O4SSi3 from the Open Molecules 2025 dataset. Energies are from the ωB97M-V functional and the def2-TZVPD basis.

ORCA input file:
```
! wB97M-V def2-TZVPD RIJCOSX def2/J DEFGRID3
* xyz 0 2
Co -0.41 0.08 -0.69
O -2.62 -0.50 2.46
S -1.60 -0.12 1.51
O -0.58 0.85 2.19
O -2.15 0.58 0.31
O -0.78 -1.28 1.01
C -1.84 3.89 0.22
N -1.09 3.32 -0.92
C 0.24 2.85 -0.53
C -1.76 2.49 -1.79
N -1.21 1.37 -2.16
C -1.62 0.63 -3.30
C -1.83 1.23 -4.55
C -2.17 0.47 -5.66
C -2.28 -0.91 -5.54
C -2.04 -1.52 -4.32
C -1.71 -0.77 -3.18
N -1.31 -1.38 -1.98
C -1.87 -2.49 -1.56
N -1.13 -3.47 -0.98
C -1.62 -4.14 0.23
C 0.32 -3.36 -1.06
N -3.20 -2.75 -1.69
C -3.69 -4.05 -2.11
C -4.15 -1.65 -1.78
N -2.99 2.95 -2.19
C -4.07 2.04 -2.55
C -3.17 4.33 -2.59
H -1.40 4.84 0.50
H -1.81 3.20 1.07
H -2.88 4.04 -0.05
H 0.57 3.40 0.35
H 0.95 2.98 -1.34
H 0.18 1.79 -0.31
H -1.71 2.31 -4.63
H -2.34 0.96 -6.61
H -2.54 -1.51 -6.40
H -2.08 -2.60 -4.24
H -2.70 -4.15 0.26
H -1.27 -3.61 1.12
H -1.25 -5.17 0.25
H 0.62 -3.11 -2.07
H 0.75 -4.33 -0.79
H 0.71 -2.59 -0.39
H -2.87 -4.76 -2.14
H -4.14 -3.98 -3.10
H -4.45 -4.42 -1.42
H -3.79 -0.83 -1.16
H -5.11 -1.99 -1.39
H -4.29 -1.30 -2.81
H -3.92 1.09 -2.05
H -4.13 1.87 -3.63
H -5.01 2.48 -2.21
H -2.31 4.93 -2.30
H -4.07 4.75 -2.12
H -3.30 4.40 -3.67
C 3.58 1.80 4.29
Si 2.18 2.09 3.07
C 2.96 3.47 2.03
C 0.80 2.88 4.07
As 1.36 0.26 1.73
Si 3.90 -0.40 0.83
C 4.00 1.04 -0.39
C 3.94 -1.94 -0.25
C 5.49 -0.38 1.85
Si 1.42 -1.48 3.37
C 2.77 -1.31 4.67
C -0.12 -1.73 4.40
C 1.89 -3.11 2.56
H 4.11 2.75 4.43
H 4.31 1.07 3.92
H 3.23 1.46 5.26
H 2.99 4.38 2.64
H 2.44 3.70 1.10
H 3.99 3.20 1.78
H 1.01 3.93 4.27
H 0.68 2.36 5.03
H -0.16 2.80 3.54
H 3.09 1.07 -0.99
H 4.85 0.93 -1.07
H 4.08 2.00 0.13
H 3.04 -1.99 -0.88
H 4.00 -2.88 0.32
H 4.82 -1.89 -0.91
H 5.73 0.64 2.18
H 6.32 -0.74 1.24
H 5.42 -1.01 2.74
H 2.50 -0.59 5.45
H 3.73 -1.01 4.25
H 2.90 -2.28 5.15
H -0.08 -1.12 5.31
H -0.22 -2.78 4.70
H -1.03 -1.45 3.87
H 2.81 -3.01 1.98
H 1.10 -3.47 1.89
H 2.06 -3.86 3.34
N 1.55 -0.29 -2.84
C 1.10 -0.20 -1.79
H 1.34 -0.31 -3.83
*
```

The relative energy (zero: lowest compared OMol25 entry of this formula, charge and spin) comes out at 0.000 eV. The HOMO-LUMO gap (alpha / beta) is 5.0 / 6.3 eV.

---

2.
Here is 6 unconnected molecules or ions with the total composition C26H56NO8P from the Open Molecules 2025 dataset. Energies are from the ωB97M-V functional and the def2-TZVPD basis.

ORCA input file:
```
! wB97M-V def2-TZVPD RIJCOSX def2/J DEFGRID3
* xyz 0 1
C 1.40 -2.30 2.75
O 1.93 -1.50 1.71
C 1.12 -0.40 1.34
C 0.48 -0.57 -0.06
O -0.87 -0.13 -0.09
C -1.79 -1.04 0.51
C -2.97 -0.28 1.11
C -2.58 0.63 2.28
N -2.12 1.93 1.81
P 2.17 1.07 1.51
O 2.76 1.29 2.85
H 1.14 -1.68 3.62
H 0.51 -2.85 2.42
H 2.18 -3.01 3.04
H 0.31 -0.22 2.06
H 0.99 0.02 -0.82
H 0.57 -1.62 -0.34
H -1.29 -1.63 1.28
H -2.15 -1.74 -0.26
H -3.42 0.36 0.34
H -3.72 -1.00 1.43
H -3.45 0.79 2.91
H -1.83 0.10 2.90
H -1.30 1.85 1.23
H -1.94 2.57 2.57
H 1.31 2.11 1.11
H 3.12 0.96 0.47
C -7.55 2.28 0.00
C -7.92 1.94 1.44
C -7.18 0.63 1.65
O -6.00 0.71 0.84
C -6.10 1.83 -0.05
H -7.67 3.34 -0.24
H -8.16 1.70 -0.70
H -7.54 2.71 2.12
H -9.00 1.84 1.61
H -7.78 -0.23 1.33
H -6.88 0.47 2.68
H -5.42 2.62 0.28
H -5.79 1.50 -1.05
C -11.68 -2.79 2.70
C -11.97 -1.66 1.72
C -10.96 -0.60 2.16
O -9.83 -1.32 2.67
C -10.17 -2.70 2.83
H -12.02 -3.77 2.36
H -12.16 -2.59 3.67
H -11.76 -1.98 0.70
H -13.00 -1.30 1.76
H -11.37 0.03 2.96
H -10.63 0.04 1.35
H -9.67 -3.28 2.05
H -9.79 -3.03 3.80
C 6.12 0.63 0.59
C 5.94 0.05 1.99
C 6.65 -1.29 1.85
O 7.70 -1.10 0.89
C 7.52 0.15 0.23
H 6.02 1.71 0.55
H 5.39 0.19 -0.10
H 6.45 0.67 2.72
H 4.90 -0.05 2.30
H 5.96 -2.06 1.47
H 7.09 -1.65 2.78
H 8.28 0.86 0.58
H 7.66 0.00 -0.85
C 4.10 0.61 -3.68
C 3.15 0.99 -4.82
C 1.79 0.68 -4.20
O 1.93 0.93 -2.80
C 3.31 1.08 -2.47
H 5.08 1.07 -3.73
H 4.23 -0.47 -3.64
H 3.24 2.05 -5.04
H 3.33 0.43 -5.74
H 1.52 -0.37 -4.35
H 0.99 1.31 -4.58
H 3.51 2.14 -2.25
H 3.53 0.50 -1.58
C 10.00 -0.68 -4.03
C 10.16 0.29 -2.86
C 9.07 1.31 -3.16
O 8.02 0.59 -3.82
C 8.49 -0.71 -4.20
H 10.42 -1.67 -3.84
H 10.48 -0.28 -4.92
H 9.95 -0.22 -1.92
H 11.15 0.74 -2.79
H 9.43 2.10 -3.82
H 8.65 1.77 -2.26
H 8.03 -1.46 -3.55
H 8.17 -0.90 -5.23
*
```

The HOMO-LUMO gap is 9.8 eV. As for the SMILES: CO[C@H](COCCCN)[PH2]=O.C1CCOC1.C1CCOC1.C1CCOC1.C1CCOC1.C1CCOC1.

---

no.,E (eV),F_max (hartree/bohr)
1,-179426.01080,0.069
2,-55026.08378,0.015